Below is C21H36F3N2O5PSiV as an isolated structure, with properties calculated with ωB97M-V with the def2-TZVPD basis set.

Computed properties:
LUMO level (spin up / spin down) = -6.45 / -5.91 eV
HOMO-LUMO gap (spin up / spin down) = 8.0 / 8.5 eV
HOMO (spin up / spin down) = -14.46 / -14.42 eV
spin multiplicity = 2
energy = -86575.5864 eV
net charge = +2

```
70
C21H36F3N2O5PSiV (ωB97M-V with the def2-TZVPD basis set)
V -0.64667 0.90963 -1.02394
C 0.03738 -4.98013 1.55706
N -0.18420 -4.19102 0.33950
C -0.47994 -4.97083 -0.87184
C -0.19186 -2.88947 0.33972
O 0.06069 -2.22785 1.41624
C -0.51236 -2.16485 -0.95440
O -0.81624 -0.81333 -0.78157
C -2.48596 1.75019 -1.28810
C -2.49522 2.02450 0.16674
O -1.32157 1.72563 0.63124
N -3.45748 2.47844 0.91505
C -3.28890 2.64954 2.35915
C -4.77694 2.79496 0.36792
H -0.72132 -5.75918 1.59706
H -0.04081 -4.35206 2.43479
H 1.02091 -5.44577 1.51538
H -0.00345 -5.94162 -0.77044
H -0.08956 -4.48673 -1.76241
H -1.55563 -5.11649 -0.97326
H -1.38075 -2.64934 -1.40871
H 0.31792 -2.29270 -1.65430
H -3.25068 1.07971 -1.67514
H -2.40163 2.64312 -1.91125
H -2.26630 2.42377 2.64236
H -3.97257 1.98123 2.88187
H -3.52944 3.67768 2.62431
H -4.75349 2.76628 -0.71679
H -5.06417 3.79239 0.69537
H -5.50932 2.07688 0.73514
C 0.38037 4.20601 -1.65392
P 1.12513 2.71141 -0.94012
C 2.57261 2.36779 -1.96568
C 1.71593 3.14120 0.70913
C 3.00957 2.80945 1.11093
C 3.44058 3.12072 2.39251
C 2.58626 3.76145 3.27851
C 1.29858 4.10004 2.88192
C 0.86269 3.78801 1.60457
H -0.45000 4.55877 -1.04320
H 0.01999 3.97582 -2.65727
H 1.13349 4.99261 -1.71247
H 3.27195 3.20146 -1.89713
H 2.23902 2.25349 -2.99470
H 3.05945 1.44269 -1.65862
H 3.69631 2.33758 0.42150
H 4.45220 2.88290 2.69350
H 2.93001 4.01520 4.27219
H 0.64080 4.62033 3.56519
H -0.13903 4.06669 1.30214
F -1.39609 1.53417 -4.81873
C -1.23968 0.22063 -4.63400
F -2.38467 -0.25329 -4.08795
F -1.03973 -0.36513 -5.79443
C -0.10909 -0.10792 -3.62124
O 0.42047 -1.17886 -3.66520
O 0.12209 0.84579 -2.74522
C 2.35357 -0.69487 0.62762
Si 1.50295 -1.48282 2.07480
C 0.85192 -0.29484 3.31979
C 2.54380 -2.83686 2.75279
H 2.56245 -1.41931 -0.16407
H 3.30754 -0.27473 0.95055
H 1.76065 0.12278 0.20966
H 0.87198 -0.72491 4.32223
H -0.17348 -0.01897 3.07598
H 1.45573 0.61472 3.33171
H 3.45553 -2.39682 3.16564
H 2.84713 -3.56144 1.99601
H 2.04605 -3.36660 3.56751
```

---

Below is an isolated ion of composition C21H36N3O4 and charge +1, with properties calculated with ωB97M-V with the def2-TZVPD basis set.

Computed properties:
LUMO level = -2.00 eV
SMILES = COc1cc(CNCCC[NH+]2CCOCC2)ccc1OCC(=O)NC(C)(C)C
HOMO-LUMO gap = 9.1 eV
HOMO = -11.15 eV
energy = -35015.6497 eV
net charge = +1

```
64
C21H36N3O4 (ωB97M-V with the def2-TZVPD basis set)
C -4.34444 -1.52515 -0.12581
H -4.36598 -2.14262 -1.02451
H -5.14654 -1.82720 0.54738
H -4.48308 -0.47928 -0.40788
O -3.14721 -1.71457 0.60478
C -1.97157 -1.87974 -0.04630
C -0.95830 -2.48038 0.70137
C 0.30058 -2.70802 0.17508
C 0.53657 -2.40427 -1.15957
C -0.44471 -1.78524 -1.90630
C -1.67618 -1.46089 -1.35187
O -2.57393 -0.67932 -2.06419
C -2.06796 0.61991 -2.33800
H -1.21047 0.58198 -3.01986
C -1.62878 1.26427 -1.01468
O -0.45903 1.22100 -0.65281
N -2.63453 1.76605 -0.30028
H -3.55715 1.74492 -0.70789
C -2.54873 2.33934 1.05051
C -2.00340 1.28029 2.01147
H -1.97052 1.67832 3.02118
H -2.63608 0.39585 2.00312
H -0.99933 0.99126 1.71461
C -3.96403 2.74070 1.45658
H -3.95172 3.18824 2.44599
H -4.37326 3.46992 0.76055
H -4.61787 1.87147 1.48596
C -1.63423 3.56547 1.01730
H -0.64381 3.28711 0.66839
H -1.54877 3.99218 2.01208
H -2.03834 4.32137 0.34842
H -2.88581 1.16473 -2.81201
H -0.25463 -1.51618 -2.93415
H 1.48778 -2.64222 -1.61037
C 1.42466 -3.19460 1.04758
N 2.25319 -2.04487 1.45817
H 3.10110 -2.39545 1.89941
C 1.57319 -1.12829 2.38432
C 2.31796 0.20550 2.44137
C 2.30262 0.90501 1.08540
N 2.93361 0.04016 0.05326
C 2.41400 0.31874 -1.29711
H 1.33176 0.18326 -1.29815
C 2.74917 1.76796 -1.69230
H 2.93741 1.82203 -2.77329
O 3.86593 2.25098 -0.97650
C 4.87397 1.28095 -0.87594
H 5.14056 0.90224 -1.87199
C 4.41217 0.12429 0.04060
H 4.75909 0.28736 1.06032
H 4.81893 -0.82278 -0.31927
H 5.74561 1.78162 -0.45307
H 1.92329 2.43629 -1.44509
H 2.87214 -0.39307 -1.98606
H 2.64079 -0.97322 0.41433
H 2.81808 1.86548 1.12863
H 1.27136 1.07735 0.76941
H 1.83018 0.85288 3.16918
H 3.34175 0.04243 2.78544
H 0.56503 -0.96183 1.99878
H 1.48635 -1.55848 3.38895
H 2.06745 -3.87779 0.48854
H 1.02715 -3.72309 1.92150
H -1.19365 -2.75147 1.71924
```

---

Below is a single C21H36N6O3 molecule at a distorted geometry, with properties calculated with ωB97M-V with the def2-TZVPD basis set.

Computed properties:
LUMO level = 0.73 eV
SMILES = CCOC(=O)C[C@@H]1CCCCN1C(=O)CCCn1nnnc1CN1CCC(C)CC1
HOMO-LUMO gap = 9.3 eV
HOMO = -8.55 eV
energy = -37445.1490 eV

```
66
C21H36N6O3 (ωB97M-V with the def2-TZVPD basis set)
C -6.59749 -5.32302 2.87369
C -6.10369 -4.52956 1.67956
H -6.89565 -3.89923 1.26043
H -5.73854 -5.18879 0.88429
O -5.02634 -3.68943 2.10713
C -4.52363 -2.85509 1.19984
O -4.91385 -2.78453 0.06308
C -3.41777 -2.00525 1.78716
H -3.07152 -2.46576 2.70993
H -3.85284 -1.03099 2.02560
C -2.29191 -1.81113 0.75233
N -1.56931 -0.58114 0.99459
C -1.61185 0.53557 0.24078
O -1.00868 1.54845 0.56485
C -2.45630 0.51575 -1.03409
H -2.36125 -0.43728 -1.55316
C -2.01574 1.64101 -1.97184
H -2.82622 1.92025 -2.64477
H -1.74091 2.50844 -1.36804
C -0.81714 1.19739 -2.81884
N 0.21506 0.62451 -2.00564
C 1.17034 1.19414 -1.22802
N 1.81321 0.22130 -0.62085
N 1.24572 -0.91280 -1.01021
N 0.29734 -0.69763 -1.82180
C 1.42253 2.65829 -1.11670
N 2.81335 3.04914 -1.11352
C 3.52417 2.67397 0.09797
C 4.89105 3.35094 0.11532
C 5.70874 2.93913 -1.10783
C 7.06554 3.63523 -1.13149
H 7.63781 3.38689 -0.24050
H 7.63803 3.32884 -2.00434
H 6.93761 4.71516 -1.16709
C 4.89407 3.26965 -2.35709
C 3.52813 2.59487 -2.29274
H 2.94091 2.86457 -3.17680
H 3.66409 1.49863 -2.28997
H 5.42044 2.93988 -3.25494
H 4.75091 4.35001 -2.41811
H 5.86818 1.85514 -1.07213
H 5.41721 3.07995 1.03215
H 4.75156 4.43365 0.10494
H 2.93195 3.00882 0.95284
H 3.64385 1.58205 0.16983
H 0.92816 3.16646 -1.95211
H 0.95693 3.00103 -0.18690
H -0.40765 2.04133 -3.38124
H -1.12265 0.41452 -3.51876
H -3.49984 0.65129 -0.74310
C -0.73308 -0.58938 2.18450
C 0.28628 -1.72160 2.11929
C -0.43325 -3.05540 1.95748
C -1.31633 -2.99495 0.71551
H -1.88755 -3.91741 0.59762
H -0.67404 -2.87224 -0.15893
H 0.29251 -3.86208 1.84779
H -1.03167 -3.26675 2.84692
H 0.94672 -1.56170 1.26583
H 0.88870 -1.71379 3.02836
H -0.23110 0.37815 2.23271
H -1.36881 -0.70056 3.07001
H -2.78843 -1.75456 -0.21789
H -7.41529 -5.96902 2.56835
H -5.79360 -5.93290 3.27659
H -6.94713 -4.65039 3.65214
```

---

What is the formula in the third record?
C21H36N6O3

---

The lowest energy belongs to which entry?
C21H36F3N2O5PSiV